{"formula": "C2H3Cl2O3S", "method": "ωB97M-V/def2-TZVPD", "symbols": ["C", "C", "O", "O", "O", "S", "Cl", "Cl", "H", "H", "H"], "positions_angstrom": [[-1.566, 0.134, -0.019], [-0.729, -1.077, -0.109], [3.402, 0.116, 0.615], [2.154, 2.331, 0.291], [1.367, 0.096, -0.624], [2.490, 0.979, -0.162], [-1.402, -2.237, -1.103], [-0.430, -1.694, 1.460], [-2.634, 0.047, 0.384], [-1.601, 0.397, -1.213], [-1.052, 0.908, 0.481]], "mol_weight_g_mol": 178.0, "orbital_gap_ev": [6.43, 7.94], "homo_energy_ha": [-0.130, -0.174], "total_charge": -1}